Density functional theory data (wB97M-V/def2-TZVPD) for a 11-piece molecular cluster, C13H51BO11PS overall at a distorted geometry.

Each line ends with the Mulliken charge.
Geometry (Å):
C1 5.817 -0.926 -0.952  -1.114
C2 5.313 -2.387 -0.848  0.659
O1 6.493 -3.236 -1.031  -0.567
C3 4.292 -2.791 -1.926  -1.128
B1 2.973 -1.816 -2.080  0.501
P1 1.783 -1.848 -0.564  0.252
S1 -0.088 -2.125 -1.212  -0.596
H1 5.642 -0.433 0.012  0.270
H2 6.906 -0.945 -1.078  0.365
H3 5.417 -0.371 -1.797  0.159
H4 4.964 -2.597 0.173  0.282
H5 6.626 -3.750 -0.247  0.302
H6 3.914 -3.789 -1.617  0.215
H7 4.767 -2.967 -2.900  0.257
H8 3.370 -0.694 -2.302  -0.244
H9 2.391 -2.170 -3.066  -0.226
H10 1.789 -0.526 -0.003  -0.080
H11 2.140 -2.821 0.411  -0.049
C4 -0.167 -4.444 1.814  -0.649
O2 0.080 -3.130 2.308  -0.521
H12 0.728 -5.046 1.959  0.269
H13 -0.999 -4.899 2.360  0.326
H14 -0.403 -4.396 0.748  0.248
H15 -0.720 -2.619 2.160  0.261
C5 1.289 -4.365 -5.704  -0.554
O3 1.522 -3.055 -5.213  -0.420
H16 2.192 -4.951 -5.546  0.207
H17 0.461 -4.834 -5.162  0.251
H18 1.060 -4.342 -6.775  0.245
H19 0.722 -2.546 -5.350  0.248
C6 -0.937 -2.395 5.997  -0.165
O4 -0.844 -3.610 5.271  -0.505
H20 -1.387 -2.602 6.967  0.242
H21 0.057 -1.965 6.150  0.263
H22 -1.567 -1.680 5.461  -0.132
H23 -0.455 -3.384 4.421  0.363
C7 -3.635 -0.234 3.933  -0.691
O5 -3.848 -1.469 3.246  -0.490
H24 -2.578 0.017 3.869  0.180
H25 -4.217 0.558 3.475  0.381
H26 -3.916 -0.340 4.986  0.378
H27 -4.779 -1.677 3.308  0.247
C8 -4.246 3.992 4.285  -0.455
O6 -4.128 2.766 3.571  -0.432
H28 -4.710 3.788 5.248  0.241
H29 -3.255 4.426 4.450  0.274
H30 -4.869 4.697 3.728  0.100
H31 -3.718 2.964 2.726  0.247
C9 -0.155 2.311 -0.953  -0.463
O7 -0.178 1.247 -1.890  -0.379
H32 -0.804 3.105 -1.322  0.088
H33 -0.527 1.971 0.017  0.191
H34 0.864 2.699 -0.845  0.317
H35 0.393 0.547 -1.550  0.060
C10 -6.662 7.451 3.219  -0.548
O8 -6.883 6.231 2.520  -0.497
H36 -5.604 7.697 3.160  0.214
H37 -7.241 8.261 2.767  0.293
H38 -6.946 7.338 4.269  0.254
H39 -7.817 6.031 2.585  0.287
C11 -2.385 4.337 -3.937  -0.530
O9 -3.302 3.393 -3.400  -0.505
H40 -2.950 5.166 -4.360  0.258
H41 -1.730 4.717 -3.148  0.235
H42 -1.785 3.873 -4.725  0.238
H43 -2.789 2.669 -3.030  0.292
C12 8.299 0.102 -3.985  -0.562
O10 7.434 1.023 -3.331  -0.490
H44 9.184 -0.030 -3.367  0.214
H45 7.803 -0.865 -4.107  0.252
H46 8.600 0.488 -4.964  0.289
H47 6.657 1.127 -3.881  0.290
C13 -3.189 -0.143 -0.921  -0.317
O11 -3.041 0.919 0.025  -0.406
H48 -3.501 0.285 -1.873  0.205
H49 -2.240 -0.671 -1.055  -0.024
H50 -3.955 -0.843 -0.574  0.307
H51 -2.767 0.518 0.850  0.220

Calculated values
Orbital gap (eV): 6.239
Total charge: -1